A cluster of 2 separate species, C3H5NO in total at a distorted geometry. Source: the OMol25 dataset; level of theory: ωB97M-V/def2-TZVPD.

Summary:
energy above the lowest of the compared OMol25 structures with the same formula, charge and spin: 208.6 kJ/mol
spin multiplicity: 1
LUMO: 0.96 eV
E_HOMO: -10.11 eV

Element x y z (Å)
C -0.08620 -0.24653 1.12902
C 0.98328 -0.14330 0.13664
O 0.94185 -0.59638 -0.98758
H 0.63335 -1.11040 1.37162
H -1.05356 -0.66736 0.84225
H -0.11965 0.47566 1.95940
H 1.92384 0.23660 0.56833
C -1.01862 0.62442 -1.64189
N -1.76323 1.03479 -0.84773
H -0.46614 0.39697 -2.51254

Mulliken atomic charge list, values in e, 2 entries: -0.774, 0.093